[1]
ORCA calculation (ωB97M-V/def2-TZVPD) on a structure of composition C23H44Cl3LaN4O3SSi.

Last column: Mulliken charge in e.
CARTESIAN COORDINATES (ANGSTROEM)
C: -1.8975 3.5487 1.2337  -1.24
C: -3.0295 2.8011 0.5822  0.32
H: -1.4738 4.2820 0.5208  0.25
H: -1.0891 2.8737 1.5701  -0.18
H: -2.2394 4.1263 2.0986  0.38
C: -4.0205 3.4687 -0.0275  0.10
C: -4.0727 4.9447 -0.1532  -1.53
H: -4.9499 2.9810 -0.3259  0.50
H: -3.1377 5.3546 -0.5706  0.28
H: -4.3295 5.4382 0.8034  0.30
H: -4.8761 5.2142 -0.8541  0.39
La: -0.0376 0.0509 1.6514  1.54
Cl: 1.9717 -0.1521 3.5764  -0.80
Cl: -2.1863 -0.8516 3.1833  -0.65
C: -0.2462 -3.2089 1.0927  -0.13
O: 0.0013 -2.0796 0.5961  -0.56
N: -0.3410 -4.3140 0.3618  0.28
C: 0.1734 -4.2546 -1.0079  -0.71
C: -1.1877 -5.4248 0.7898  -0.85
H: -0.4472 -3.3036 2.1621  0.41
H: 1.2512 -4.0311 -1.0312  0.28
H: -0.3363 -3.4764 -1.5920  0.18
H: -0.0062 -5.2261 -1.4754  0.32
H: -0.9583 -5.7248 1.8182  0.31
H: -1.0354 -6.2631 0.1029  0.29
H: -2.2410 -5.1034 0.7698  0.34
H: 4.9592 3.4614 0.0287  0.31
H: 1.3452 3.5239 -1.0501  0.24
C: 4.5829 2.8896 -0.8280  -0.85
C: 2.2215 3.1540 -1.5960  -0.90
N: 3.1728 2.5450 -0.6642  0.24
H: 5.2256 2.0075 -0.9377  0.33
C: 2.6611 1.6829 0.2040  -0.40
O: 1.4528 1.4254 0.2148  -0.53
H: 1.8802 2.3976 -2.3148  0.41
H: 3.3634 1.1731 0.8768  0.61
H: 4.6605 3.5091 -1.7251  0.30
H: 2.7449 3.9648 -2.1010  0.40
O: -1.7780 0.7041 0.5837  -0.01
C: -3.0462 1.2889 0.6644  -0.46
C: -4.5251 1.0825 -1.4934  0.04
C: -4.1855 0.6853 -0.1876  0.46
H: -3.9454 1.8401 -2.0107  0.90
C: -5.6338 0.5416 -2.1538  -1.45
H: -3.2796 1.0197 1.7006  0.62
C: -4.9279 -0.3277 0.4324  -0.31
H: -5.9000 0.8567 -3.1689  0.41
C: -6.3951 -0.4239 -1.5022  -0.56
C: -6.0566 -0.8627 -0.2118  -0.64
H: -4.5537 -0.6673 1.4174  0.26
H: -7.2587 -0.9058 -1.9533  0.37
H: -6.6318 -1.6255 0.3405  0.38
Si: -1.5924 0.3353 -2.4769  1.18
Cl: -1.6881 2.4036 -2.4757  -0.42
C: -2.5121 -0.1691 -4.0040  -1.18
C: -2.2376 -1.2486 -1.4536  -0.81
C: 0.2588 0.0353 -2.2290  0.02
H: -3.1311 -1.0628 -3.8379  0.32
H: -1.6555 -0.4132 -4.6422  0.36
H: -3.0963 0.6898 -4.3817  0.28
H: 0.8089 0.9488 -1.9540  -1.12
H: 0.4710 -0.3486 -3.2475  0.57
H: 0.5331 -0.8098 -1.5606  0.07
H: -3.3358 -1.3366 -1.4275  0.33
H: -1.8822 -1.4195 -0.4160  -0.24
H: -1.8859 -2.1107 -2.0618  0.56
C: 6.0821 -2.3530 4.0734  -1.02
N: 5.3305 -1.4930 3.1591  0.02
C: 5.6235 -1.4526 1.8395  0.25
S: 4.4108 -1.2418 0.6619  -0.37
N: 6.9409 -1.5777 1.4951  -0.21
C: 8.0178 -0.9759 2.2837  -0.97
H: 6.6343 -3.1420 3.5561  0.33
H: 5.3826 -2.8148 4.7670  0.35
H: 6.7772 -1.7369 4.6448  0.30
H: 4.3362 -1.3244 3.3662  0.11
H: 7.0647 -1.5454 0.4837  0.31
H: 8.5710 -1.7270 2.8558  0.27
H: 8.7181 -0.5181 1.5842  0.36
H: 7.6445 -0.2016 2.9575  0.33

Values from the calculation:
max |F|	3.69	eV/A
orbital gap	8.187	eV
ΔE to the lowest compared entry with this formula, charge and spin	80.52	kcal per mole

***

[2]
ORCA calculation (ωB97M-V/def2-TZVPD) on a structure of composition C23H44Cl3N4O3SSiZn.

Last column: Mulliken charge in e.
CARTESIAN COORDINATES (ANGSTROEM)
C: 1.0788 1.4831 -3.4285  -1.30
C: -0.3753 1.8098 -3.2959  0.60
H: 1.3191 1.1332 -4.4380  0.37
H: 1.3840 0.7135 -2.6999  -0.10
H: 1.6999 2.3723 -3.2305  0.29
C: -1.2283 1.8888 -4.3247  0.27
C: -0.9019 1.6789 -5.7686  -1.45
H: -2.2685 2.1712 -4.1310  0.37
H: 0.1300 1.3566 -5.9456  0.36
H: -1.0691 2.5848 -6.3673  0.30
H: -1.5714 0.9159 -6.1848  0.27
Zn: 0.6323 0.2207 0.0785  1.33
Cl: 0.9124 2.2446 1.0320  -0.65
Cl: 2.2291 -1.0816 -0.7561  -1.05
H: 0.4765 -1.7712 5.7335  0.32
H: 2.8330 -0.6379 5.5914  0.32
C: 0.6570 -2.1428 4.7145  -0.98
C: 2.8933 -1.0821 4.5905  -0.96
N: 1.5589 -1.2227 4.0256  0.23
H: -0.2882 -2.2156 4.1707  0.28
C: 1.3436 -0.7823 2.7753  0.23
O: 0.3770 -1.1053 2.0490  -0.60
H: 3.4668 -0.4173 3.9300  0.30
H: 2.0970 -0.0524 2.4251  0.13
H: 1.1193 -3.1373 4.8056  0.34
H: 3.3932 -2.0606 4.6463  0.30
H: -0.2301 -1.2189 -3.4024  0.12
H: -2.7355 -0.7451 -3.8479  0.11
C: -0.5291 -2.0688 -2.7692  -0.73
C: -2.9034 -1.6762 -3.2796  -0.74
N: -1.8709 -1.8531 -2.2759  0.34
H: 0.1677 -2.1570 -1.9301  0.10
C: -2.1567 -1.8082 -0.9496  0.04
O: -1.3292 -1.8964 -0.0418  -0.60
H: -3.8801 -1.6208 -2.7771  0.29
H: -3.2440 -1.6421 -0.7572  0.22
H: -0.5077 -2.9792 -3.3874  0.37
H: -2.9018 -2.5232 -3.9842  0.32
O: -0.8620 0.7899 -1.2028  0.16
C: -0.8582 1.9849 -1.8391  -0.44
C: -3.4231 2.0535 -1.6249  0.40
C: -2.2054 2.7321 -1.7012  -0.35
H: -3.4081 0.9618 -1.6085  0.11
C: -4.6229 2.7700 -1.5532  -0.65
H: -0.1066 2.6490 -1.3535  0.27
C: -2.2025 4.1292 -1.6604  -0.17
H: -5.5684 2.2280 -1.4977  0.37
C: -4.6138 4.1658 -1.5462  -0.43
C: -3.3954 4.8478 -1.5935  -0.68
H: -1.2422 4.6498 -1.6923  0.39
H: -5.5404 4.7261 -1.4769  0.37
H: -3.3661 5.9378 -1.5686  0.37
Si: 6.2522 -3.1212 -0.9986  0.53
Cl: 6.2744 -2.6067 -3.0253  -0.35
C: 5.1056 -4.5913 -0.8590  -0.89
C: 5.6503 -1.6000 -0.1095  -0.40
C: 8.0065 -3.5623 -0.5036  -0.94
H: 4.1063 -4.3292 -1.2289  0.26
H: 5.0111 -4.9171 0.1842  0.31
H: 5.4837 -5.4368 -1.4484  0.27
H: 8.3798 -4.4160 -1.0832  0.26
H: 8.0535 -3.8288 0.5604  0.32
H: 8.6849 -2.7158 -0.6698  0.25
H: 4.6461 -1.3267 -0.4656  -0.10
H: 6.3211 -0.7501 -0.2896  0.28
H: 5.5814 -1.7695 0.9724  0.26
C: -2.9657 0.4112 5.6272  -1.12
N: -2.1283 0.8867 4.5185  -0.29
C: -2.7006 1.0133 3.2821  0.25
S: -2.1754 0.1818 1.9274  -0.22
N: -3.7763 1.8241 3.1800  -0.18
C: -4.2351 2.8230 4.1450  -1.00
H: -4.0171 0.5896 5.3827  0.43
H: -2.6911 0.9819 6.5214  0.32
H: -2.8091 -0.6568 5.8478  0.27
H: -1.2308 0.4046 4.4856  0.24
H: -4.0583 1.9718 2.2144  0.19
H: -4.1682 3.8350 3.7259  0.31
H: -5.2941 2.6360 4.3546  0.31
H: -3.6689 2.7684 5.0760  0.38

Values from the calculation:
max |F|	2.71	eV/A
orbital gap	6.951	eV
ΔE to the lowest compared entry with this formula, charge and spin	34.97	kcal per mole
net charge	-1

***

Number 1: M 730.0 Da. Number 2: M 656.5 Da.